No. 1
ORCA calculation (ωB97M-V/def2-TZVPD) on C27H49N3O7P2V as an isolated structure at a distorted geometry.

Calculated values
molecular weight: 640.6 g mol⁻¹
total charge: +2
largest force on an atom: 1.12 eV Å⁻¹
spin multiplicity: 2
HOMO-LUMO gap (spin up / spin down): 7.5 / 7.0 eV

Positions of all 89 atoms, in Å:
1 H 1.37 -1.17 3.51
2 C 6.01 -0.25 2.71
3 N -0.08 -2.07 -0.32
4 C 0.85 5.08 -0.66
5 H 4.70 0.02 -0.54
6 O -0.12 3.95 2.15
7 H -0.22 3.07 4.64
8 H 1.24 -3.71 3.63
9 C 0.35 -4.80 -0.63
10 C -0.45 4.69 -1.32
11 H 2.37 -4.22 -1.17
12 C -1.08 -2.94 -0.18
13 H -2.94 0.31 4.04
14 H -0.16 -2.96 4.39
15 C 2.03 2.30 2.09
16 H -4.51 2.07 -1.22
17 H 5.79 -1.25 3.08
18 C 1.13 -2.56 -0.71
19 H 2.80 0.81 -1.97
20 H 1.42 -1.96 1.94
21 H -0.88 -0.92 4.34
22 C 0.79 6.31 0.20
23 H -2.13 1.89 -0.59
24 H 3.68 1.51 4.60
25 C -4.30 -1.22 -0.52
26 H 5.86 2.78 -1.11
27 H 0.51 -5.86 -0.74
28 H 6.23 -0.32 1.64
29 H 3.71 2.29 -2.33
30 H -0.34 3.78 -1.91
31 C -1.00 -0.32 3.44
32 H 0.60 7.17 -0.45
33 H 6.58 1.24 -1.59
34 H -1.73 -4.99 -0.15
35 O 1.36 3.93 0.14
36 O 3.69 0.14 2.26
37 H -0.29 -3.64 2.75
38 H 2.75 3.09 2.34
39 H 5.08 1.67 2.56
40 H 4.31 0.72 -2.89
41 O -0.34 -1.02 2.35
42 H -1.24 4.54 -0.58
43 H -0.01 6.25 0.94
44 C 5.96 1.73 -0.84
45 C 1.39 -3.89 -0.86
46 H 4.19 -0.18 4.82
47 H 1.62 1.89 3.01
48 O 1.89 0.08 0.53
49 H -0.77 5.49 -1.98
50 H -0.83 4.73 4.62
51 C -4.09 1.12 -0.92
52 C 0.36 -3.10 3.44
53 C -2.77 1.03 -0.58
54 H 1.90 -1.82 -0.87
55 C 3.80 1.23 -2.07
56 H 6.46 1.66 0.12
57 O -0.19 1.93 0.60
58 C -2.45 4.51 2.39
59 H 1.74 6.48 0.71
60 C -4.88 -0.03 -0.86
61 H 1.64 5.18 -1.41
62 H -3.04 -3.22 0.17
63 H 5.35 1.14 5.01
64 H 6.91 0.11 3.21
65 C -2.93 -1.25 -0.22
66 C -1.36 3.58 2.87
67 H -2.15 5.55 2.52
68 P 2.87 0.97 1.23
69 C -1.06 3.70 4.35
70 H -2.70 4.33 1.35
71 C -2.46 -0.10 3.15
72 C 4.87 0.68 2.98
73 H -1.59 2.55 2.60
74 C 0.80 -1.79 2.81
75 H -2.95 -1.04 2.90
76 C -0.89 -4.32 -0.30
77 H -0.47 0.62 3.60
78 H -1.93 3.38 4.92
79 H -5.93 0.00 -1.12
80 N -2.18 -0.14 -0.20
81 H -4.87 -2.14 -0.51
82 V -0.22 -0.14 0.36
83 P 0.66 3.03 1.18
84 N -2.36 -2.48 0.10
85 H -2.62 0.60 2.33
86 C 4.49 0.79 4.43
87 O 3.85 1.74 0.29
88 C 4.60 1.07 -0.81
89 H -3.35 4.34 2.99

Atomic partial charges in e from the Mulliken method, atoms 1 to 6: 0.581 -1.453 0.237 0.418 0.353 -0.104

***

No. 2
ORCA calculation (ωB97M-V/def2-TZVPD) on C27H49NOsP2 as an isolated structure at a distorted geometry.

Calculated values
molecular weight: 639.9 g mol⁻¹
total charge: +2
largest force on an atom: 7.07 eV Å⁻¹
spin multiplicity: 5
HOMO-LUMO gap (spin up / spin down): 5.8 / 3.0 eV

Positions of all 80 atoms, in Å:
1 H -0.90 3.46 1.91
2 H 4.16 0.32 2.66
3 H 1.62 -0.16 -5.20
4 H 4.83 1.12 1.23
5 H -1.69 1.02 5.50
6 H -0.18 1.33 3.74
7 H -1.37 0.61 -6.93
8 H 2.97 -3.64 4.13
9 H 1.53 -4.09 5.06
10 C -1.11 4.50 -0.77
11 H -2.80 -0.41 -6.68
12 H 0.30 -2.11 6.26
13 N 1.47 0.49 1.83
14 H 0.68 -1.31 -2.86
15 H 3.22 2.30 -0.44
16 H -2.75 -2.76 -1.26
17 H -0.49 -5.36 0.36
18 H -2.27 -5.26 0.08
19 H -1.50 -2.20 -6.37
20 H -0.90 0.35 6.95
21 C 0.44 -2.95 0.85
22 C -0.99 -1.31 -5.95
23 C -1.23 0.12 5.92
24 H 2.89 2.40 3.25
25 H -1.53 2.33 -3.65
26 C -3.55 3.17 -0.12
27 Os -1.73 -0.37 -3.37
28 H 2.86 -3.25 5.86
29 C 3.98 0.53 1.60
30 H 1.82 0.62 -3.65
31 H 2.89 -1.57 2.87
32 H -0.02 4.43 -0.80
33 C 0.31 0.38 3.96
34 H -2.00 2.00 1.91
35 P -1.77 2.90 -0.27
36 H -1.00 -2.85 -1.61
37 C 2.29 -3.31 4.92
38 H -1.47 4.75 -1.78
39 H 1.49 1.95 -0.33
40 C -1.74 -0.88 -1.19
41 C 2.73 2.59 2.18
42 C -1.77 -2.41 -0.96
43 C -0.09 -0.35 5.06
44 H -3.98 2.41 0.52
45 H 1.81 3.17 2.07
46 H -0.91 -2.66 -4.19
47 C 1.04 0.29 -4.37
48 H -1.62 -5.31 1.73
49 H 0.93 -3.60 0.12
50 C -1.44 -4.93 0.71
51 H 2.63 0.64 -0.67
52 H -0.31 1.84 1.37
53 H 0.78 -3.26 1.86
54 C 2.66 1.28 1.40
55 C 1.64 -1.99 4.57
56 H -2.01 -0.65 6.00
57 H -0.82 -0.40 -0.92
58 H -3.30 1.09 -4.92
59 C -2.28 0.68 -4.94
60 P -1.39 -3.08 0.83
61 C 2.49 1.57 -0.10
62 H 0.77 -1.92 0.72
63 H 0.09 1.47 -5.93
64 H 0.67 2.44 -4.62
65 H -2.59 -0.38 -0.66
66 C -1.17 2.52 1.41
67 C 0.15 1.49 -4.83
68 H -4.04 3.09 -1.11
69 H -0.01 -1.23 -6.46
70 H -3.70 4.18 0.28
71 C 2.05 -1.24 3.48
72 C -1.23 1.41 -4.17
73 C 1.33 -0.07 3.05
74 H -1.48 5.20 -0.03
75 C 0.16 -0.76 -3.66
76 C -0.80 -1.61 -4.47
77 C 0.59 -1.53 5.38
78 H 3.57 3.20 1.81
79 H 3.96 -0.42 1.05
80 C -1.87 -0.06 -6.21

Atomic partial charges in e from the Mulliken method, atoms 1 to 6: 0.447 0.408 0.404 0.480 0.326 0.383

***

No. 3
ORCA calculation (ωB97M-V/def2-TZVPD) on one molecule with the formula C27H50N2O2 at a distorted geometry.

Calculated values
molecular weight: 434.7 g mol⁻¹
structure (SMILES): C#CCCC[C@]1(N)C(=O)N[C@H](CCCCCCCCCCCCCC)[C@@H]1CCOCC
total charge: 0
largest force on an atom: 1.91 eV Å⁻¹
HOMO-LUMO gap: 10.0 eV

Positions of all 81 atoms, in Å:
1 H 6.23 1.32 -8.04
2 H -6.35 -1.68 3.94
3 H -7.37 -3.76 4.82
4 H 1.09 2.58 -7.65
5 H 1.04 3.63 0.88
6 H 0.36 -5.02 2.12
7 C -1.17 -1.56 3.40
8 C -0.72 -4.82 2.42
9 C -0.50 1.93 1.00
10 H -0.95 -0.40 6.02
11 C 3.12 2.82 -8.69
12 H 2.40 5.15 -1.84
13 H 0.71 2.68 2.78
14 H 1.75 -8.40 1.92
15 H -0.48 1.77 4.47
16 H -0.19 -4.91 4.55
17 H 4.28 1.08 -9.39
18 H 3.33 0.70 -7.91
19 C 1.71 4.84 -2.69
20 H 3.63 3.39 -5.93
21 H -0.62 4.00 0.25
22 C -0.26 -2.75 3.95
23 C 0.70 -8.00 1.88
24 H -0.17 5.02 -1.57
25 C 0.70 2.93 -1.18
26 H 1.27 4.68 -5.48
27 C 0.36 4.19 -2.13
28 H 0.71 3.06 -4.85
29 H 3.46 4.44 -3.99
30 H -1.75 1.25 3.29
31 H -2.27 -6.36 1.74
32 H -2.55 -2.23 5.10
33 H -0.37 1.00 0.37
34 H -1.71 -6.48 3.51
35 C -0.81 -4.23 3.89
36 C -0.27 -0.36 3.96
37 O -4.62 -2.93 3.97
38 H 5.48 2.89 -7.51
39 H 3.78 3.71 -8.94
40 C -5.68 -2.25 4.66
41 H 1.80 -2.43 3.93
42 O 0.62 -2.84 6.26
43 N 1.12 -2.91 3.33
44 C 0.28 1.70 2.40
45 C 3.97 1.51 -8.39
46 H 5.14 1.41 -6.51
47 H -3.48 -2.45 2.28
48 C 2.59 2.96 -6.09
49 H 2.52 2.62 -9.64
50 H -2.75 -0.52 4.55
51 H -5.98 -4.08 5.97
52 H 1.40 5.79 -3.22
53 H -7.14 -2.73 6.31
54 H -1.24 -4.17 1.66
55 H 1.79 4.26 -7.67
56 H -0.31 3.83 -2.96
57 N -0.19 -0.72 5.41
58 H -5.27 -1.48 5.38
59 C -3.80 -1.96 3.24
60 C -0.30 -7.35 2.06
61 H 0.82 -0.40 3.66
62 C 2.49 3.92 -3.72
63 C 2.05 3.17 -7.56
64 H -1.32 -1.60 2.28
65 C 0.17 3.19 0.30
66 C -2.57 -1.58 4.17
67 H -1.87 -4.29 4.30
68 H 0.36 1.96 -1.64
69 H -1.60 2.09 1.17
70 C -0.66 1.12 3.55
71 C -1.40 -6.29 2.45
72 H 2.67 1.84 -5.91
73 H 1.09 -2.33 2.47
74 C 5.31 1.78 -7.57
75 H 1.16 1.05 2.15
76 H -4.45 -1.05 3.08
77 H 1.84 2.92 -1.13
78 C 1.62 3.69 -5.05
79 C 0.12 -2.14 5.40
80 C -6.59 -3.27 5.48
81 H 2.69 2.88 -3.30

Atomic partial charges in e from the Mulliken method, atoms 1 to 6: 0.309 0.298 0.261 0.287 0.300 0.303

***

No. 4
ORCA calculation (ωB97M-V/def2-TZVPD) on a 3-piece molecular cluster, C27H50NO3 overall at a distorted geometry.

Calculated values
molecular weight: 436.7 g mol⁻¹
total charge: 0
largest force on an atom: 2.25 eV Å⁻¹
spin multiplicity: 2
HOMO-LUMO gap (spin up / spin down): 6.9 / 6.9 eV

Positions of all 81 atoms, in Å:
1 H 2.51 2.10 0.17
2 H 3.19 1.75 3.27
3 O -0.66 -1.56 -4.97
4 H 1.11 -1.39 2.54
5 H -3.67 -0.99 4.86
6 H 5.01 0.97 -1.95
7 H 1.76 -1.09 -6.81
8 H -0.24 -1.87 -1.48
9 H -0.14 2.41 5.87
10 C -2.54 -0.86 -0.24
11 H -2.08 -0.12 0.41
12 O 0.74 2.33 3.53
13 C 1.92 -0.93 0.63
14 H -1.71 -2.90 -0.38
15 C -3.10 -1.25 3.97
16 C -2.00 0.86 2.99
17 C 1.46 2.10 4.48
18 H 3.53 2.49 4.85
19 H 1.04 1.18 6.37
20 C 0.73 -0.04 0.32
21 H -0.61 -1.31 -8.04
22 H -1.09 0.28 -7.40
23 H -2.48 -1.45 -2.25
24 C -0.06 1.61 -1.38
25 H -0.12 -0.51 0.82
26 C 2.92 1.76 4.33
27 H -5.19 -0.33 2.65
28 H 4.69 -0.76 -1.86
29 H -1.57 -2.18 1.21
30 H -4.64 -1.44 0.03
31 C 2.04 -0.98 2.15
32 H 2.09 -2.52 -0.85
33 H 3.12 0.77 4.74
34 C -2.21 -2.25 0.33
35 N 3.20 -0.42 0.04
36 C 0.92 2.15 5.89
37 H -2.08 -1.37 4.30
38 C -0.49 -0.87 -1.82
39 C -3.17 -0.10 2.98
40 C 0.43 0.20 -1.18
41 H 1.72 -0.81 -5.06
42 H -4.34 -0.21 -1.18
43 H 2.14 0.01 2.57
44 H 3.92 0.18 -3.10
45 H 4.08 2.24 -0.53
46 H -0.92 2.96 0.14
47 H 1.74 0.76 -2.81
48 H 2.61 2.56 -1.50
49 H 1.88 -0.91 -2.34
50 H 1.28 0.50 -6.17
51 C -1.99 -0.68 -1.65
52 H 0.72 -2.73 0.28
53 H 2.85 -1.63 2.48
54 C -0.21 -1.03 -5.95
55 C 1.74 -2.39 0.17
56 H -2.31 0.26 -2.10
57 H -1.26 0.51 3.70
58 C 1.79 0.10 -1.95
59 C -1.05 -0.79 -7.18
60 H 0.83 0.93 0.80
61 H -3.11 -2.77 0.66
62 C 1.23 -0.57 -6.00
63 C -4.26 0.02 2.21
64 C -4.36 0.56 0.83
65 H -1.49 0.93 2.04
66 C 3.07 1.94 -0.75
67 H 0.46 2.21 -2.12
68 C 3.02 0.46 -1.14
69 O 4.07 0.02 0.86
70 H -2.30 1.84 3.34
71 H -0.28 -0.84 -2.88
72 H 1.46 2.90 6.47
73 H -3.48 -2.16 3.54
74 H -3.71 1.41 0.61
75 H -2.13 2.12 -0.96
76 C 4.25 0.21 -2.07
77 H -2.05 -1.16 -7.01
78 C -1.10 2.26 -0.66
79 H -5.38 0.89 0.65
80 H 2.36 -3.02 0.80
81 C -4.05 -0.55 -0.18

Atomic partial charges in e from the Mulliken method, atoms 1 to 6: 0.249 0.212 -0.539 0.353 0.441 0.259

***

No. 5
ORCA calculation (ωB97M-V/def2-TZVPD) on a 2-piece molecular cluster, C27H51BBr2IN3O10PS overall at a distorted geometry.

Calculated values
molecular weight: 938.3 g mol⁻¹
total charge: +1
largest force on an atom: 1.51 eV Å⁻¹
HOMO-LUMO gap: 8.0 eV

Positions of all 97 atoms, in Å:
1 H 0.54 2.13 2.03
2 H -4.96 -1.32 3.25
3 H 3.86 -3.74 -1.76
4 N 4.05 -3.95 -0.79
5 H -5.68 -2.17 0.41
6 H -5.18 2.13 2.30
7 H 4.03 2.49 -0.21
8 O -5.49 0.15 1.90
9 H 5.71 -3.10 1.28
10 O 7.80 1.57 -4.93
11 H 4.34 -0.38 3.83
12 H -6.83 -2.09 1.75
13 C -0.87 3.25 0.24
14 C -5.79 -2.19 1.49
15 H 3.62 -0.95 -1.85
16 H 5.15 -0.46 -0.59
17 H 5.14 2.14 -5.52
18 H -4.16 1.04 3.22
19 H 5.47 0.86 1.20
20 H -11.29 -1.41 -0.50
21 C 3.49 0.15 4.26
22 H 6.83 0.93 -2.07
23 C 2.33 -0.03 2.05
24 H 1.98 -0.88 2.63
25 C -9.17 -1.56 -0.51
26 H 3.34 -4.62 -0.49
27 H 1.77 1.22 3.66
28 H 3.51 -0.79 -4.15
29 H 2.04 -0.17 5.80
30 C -4.62 1.20 2.24
31 H 3.99 1.62 -3.23
32 C 6.92 1.79 -2.73
33 H 1.40 -3.44 -1.03
34 C 2.92 -1.84 0.53
35 H 0.42 -2.79 0.27
36 C 0.78 1.76 1.02
37 H -8.77 1.04 1.22
38 H 3.12 -1.52 5.57
39 C -3.55 1.39 1.16
40 O 1.26 -0.17 -0.20
41 H -10.00 -0.10 1.80
42 C -10.45 -0.85 -0.92
43 O -8.59 -0.89 0.51
44 H 2.96 2.13 -4.56
45 H 2.45 -2.11 -2.51
46 C -4.96 -1.13 2.17
47 C 1.97 -0.07 -2.79
48 C -0.17 -2.33 -1.77
49 C 1.11 0.27 1.12
50 H -11.24 1.01 -0.01
51 O 0.04 -2.70 -2.89
52 O 5.88 0.49 -4.49
53 H -4.06 1.34 0.20
54 H -9.77 1.19 -0.96
55 H 2.36 -2.45 1.26
56 C -2.38 3.24 0.21
57 C -10.30 0.53 -0.28
58 C 4.79 1.18 -5.15
59 C -9.42 0.21 0.93
60 O -8.70 -2.55 -0.96
61 H 7.86 2.28 -2.54
62 H -0.42 0.12 3.01
63 P 4.53 0.46 0.24
64 H -2.70 4.29 0.20
65 S -0.33 -0.62 1.90
66 H 2.15 -0.04 -4.97
67 H -0.55 3.79 1.13
68 H -0.49 3.80 -0.62
69 C 2.80 0.03 -4.10
70 H 0.94 -0.28 -3.07
71 H 6.09 2.47 -2.56
72 H -2.75 2.79 -0.71
73 Br 3.56 2.60 2.65
74 O -2.91 2.63 1.36
75 H 1.64 2.29 0.62
76 C 0.88 -2.54 -0.69
77 C 3.61 1.33 -4.20
78 C 6.93 1.31 -4.15
79 H 2.06 0.88 -2.27
80 C 1.90 -1.40 -0.55
81 C 2.71 0.95 3.18
82 H 4.52 0.56 -6.00
83 C 2.54 -0.76 5.04
84 H 1.78 -1.23 4.42
85 N 3.48 -0.64 1.29
86 C 2.56 -1.19 -1.94
87 H -10.54 -0.83 -2.00
88 B 4.13 -2.80 0.09
89 O -0.35 1.92 0.21
90 I -2.05 -1.46 -1.33
91 H -2.81 0.60 1.23
92 H 4.11 -1.05 1.97
93 Br 4.32 1.30 5.60
94 H -3.91 -1.21 1.86
95 O 5.34 -2.45 0.67
96 N 3.79 1.56 -0.53
97 H -5.46 -3.17 1.84

Atomic partial charges in e from the Mulliken method, atoms 1 to 6: 0.611 0.292 0.313 -0.539 0.281 0.251

***

Number 1: DFT total energy -91857.316 eV. Number 2: DFT total energy -51306.596 eV. Number 3: DFT total energy -35879.098 eV. Number 4: DFT total energy -36435.978 eV. Number 5: DFT total energy -222750.048 eV.